7
Properties=species:S:1:pos:R:3:nbo_charge:R:1 method="wB97M-V/def2-TZVPD" homo_lumo_gap_ev="4.40 / 4.46" spin_multiplicity=2 charge=-1
O -3.33 0.48 0.56 -0.671
C -2.25 0.20 0.02 0.534
C -1.17 0.28 -0.70 -0.742
C -0.58 -0.98 -0.25 -1.016
H -0.77 -1.90 -0.84 0.110
F 3.32 0.13 0.35 -0.931
Ca 1.49 -0.18 -0.06 1.715

***

13
Properties=species:S:1:pos:R:3:nbo_charge:R:1 method="wB97M-V/def2-TZVPD" homo_lumo_gap_ev=9.94 relative_energy_kcal_mol=131.20
C 2.40 -0.58 -0.18 -0.071
C -1.33 -1.22 -0.08 -0.088
C -0.45 -0.21 -0.73 0.308
C -2.89 -1.04 -0.07 -0.632
N 2.63 -1.58 0.61 -0.591
O -0.59 -0.20 0.57 -0.440
H 3.22 -0.51 -0.84 0.166
H 1.48 0.05 -0.22 0.177
H -0.89 -2.22 0.01 0.193
H 1.80 -1.64 1.28 0.310
H -2.93 -0.20 0.52 0.221
H -3.35 -1.93 0.34 0.224
H -3.24 -0.78 -1.04 0.222

***

42
Properties=species:S:1:pos:R:3:nbo_charge:R:1 method="wB97M-V/def2-TZVPD" homo_lumo_gap_ev=7.79 relative_energy_kcal_mol=142.16
C 3.41 -1.80 0.17 -0.641
C 2.35 -0.55 0.37 -0.263
N 2.78 0.75 -0.29 -0.389
N 2.34 1.87 0.40 -0.423
C 1.01 2.16 0.65 0.739
N 0.51 2.41 2.06 -0.629
C -0.40 1.19 2.35 -0.227
C -1.56 0.98 1.19 -0.711
Si -1.83 -0.87 0.68 1.649
C -0.82 -2.14 1.73 -1.157
C -3.72 -1.28 0.99 -1.114
C -1.48 -1.25 -1.17 -1.163
C -1.38 1.92 -0.13 -0.245
N 0.05 2.23 -0.52 -0.597
H 3.32 -2.31 -0.88 0.259
H 4.51 -1.44 0.42 0.212
H 3.09 -2.62 0.96 0.233
H 1.33 -0.89 -0.14 0.232
H 2.15 -0.47 1.52 0.175
H 3.83 0.78 -0.21 0.377
H 3.06 2.54 0.78 0.416
H 1.30 2.34 2.77 0.387
H -0.92 1.40 3.39 0.239
H 0.34 0.28 2.47 0.200
H -2.58 1.32 1.71 0.267
H 0.35 -2.11 1.53 0.228
H -1.13 -3.28 1.51 0.267
H -0.95 -1.99 2.88 0.236
H -3.95 -0.84 2.07 0.225
H -4.35 -0.73 0.16 0.252
H -3.85 -2.45 0.98 0.252
H -2.20 -0.65 -1.90 0.283
H -0.37 -1.06 -1.52 0.262
H -1.68 -2.41 -1.35 0.260
H -1.91 2.96 0.10 0.200
H -1.92 1.51 -1.10 0.274
H 0.04 3.26 -0.78 0.433
F -1.38 0.53 -4.06 -0.805
Al 0.25 0.25 -4.78 2.199
F 0.85 -1.37 -4.26 -0.799
F 1.39 1.52 -4.21 -0.800
F 0.13 0.30 -6.57 -0.791